No. 1
The following is a DFT calculation (the ωB97M-V functional and the def2-TZVPD basis) of a 6-piece molecular cluster, C6H25NO6 overall.

```
38
Properties=species:S:1:pos:R:3
C 0.500 0.278 2.531
C -0.323 -0.389 1.397
C 0.436 -1.630 0.863
C -0.385 -2.932 0.813
C -1.451 -2.844 -0.292
N -0.420 0.635 0.301
C -1.808 0.959 -0.053
O -2.195 2.291 0.381
H -0.080 0.938 3.172
H 1.378 0.772 2.120
H 0.853 -0.499 3.218
H -1.143 -0.773 2.042
H 0.667 -1.475 -0.198
H 1.339 -1.839 1.429
H -0.916 -3.018 1.756
H 0.260 -3.765 0.547
H -1.882 -3.803 -0.564
H -2.276 -2.214 0.054
H -0.964 -2.443 -1.173
H 0.042 0.289 -0.529
H -2.547 0.308 0.360
H -1.961 1.098 -1.118
H -2.006 2.545 1.306
H 0.349 -1.625 -3.164
H 0.361 -0.047 -2.838
O -0.136 -0.806 -3.166
H 2.998 -2.112 -2.514
H 2.636 -0.631 -2.439
O 2.245 -1.509 -2.538
H 2.273 2.462 -0.827
H 1.154 2.207 0.168
O 1.933 2.765 0.026
H -0.565 4.059 1.354
H -0.425 3.074 2.557
O -0.957 3.786 2.187
H 0.419 1.832 -1.838
H 1.394 2.396 -2.955
O 1.206 1.659 -2.374
```

The charge is 0. As for the HOMO-LUMO gap: 9.91 eV. Its SMILES is CCC[C@@H](C)NCO.O.O.O.O.O. The calculation puts the HOMO energy at -9.795 eV. For the electronic energy, the calculation gives -749.74626 Eh. For the energy relative to the best compared isomer or geometry (same formula, charge and spin), the calculation gives 204.9 kJ/mol. Its LUMO energy is 0.0041 Ha. The spin multiplicity is 1.

No. 2
The following is a DFT calculation (the ωB97M-V functional and the def2-TZVPD basis) of C22H50CdN3OP2S as an isolated structure.

```
80
Properties=species:S:1:pos:R:3
Cd 0.745 -0.259 -0.064
P 1.917 2.263 -0.445
P 0.540 -2.515 -1.454
N 3.027 -0.406 -1.975
C 3.395 2.114 -1.530
H 3.499 2.969 -2.232
H 4.326 1.995 -0.957
C 3.315 0.855 -2.442
H 2.712 1.068 -3.338
H 4.281 0.729 -2.929
C 2.681 -1.359 -2.909
H 3.635 -1.569 -3.409
H 2.151 -0.903 -3.779
C 2.030 -2.724 -2.542
H 2.828 -3.297 -2.053
H 1.727 -3.203 -3.494
C -0.886 -2.873 -2.532
C -2.197 -2.480 -1.857
H -3.020 -2.582 -2.572
H -2.201 -1.455 -1.479
H -2.420 -3.136 -1.009
C 0.828 -3.840 -0.202
C -0.356 -3.911 0.780
H -0.065 -4.571 1.611
H -1.248 -4.362 0.317
H -0.624 -2.928 1.206
C 2.732 2.662 1.187
C 1.666 2.932 2.270
H 2.159 2.989 3.254
H 0.909 2.130 2.319
H 1.162 3.898 2.110
C 0.980 3.720 -1.117
C -0.392 3.853 -0.447
H -0.979 4.632 -0.958
H -0.287 4.162 0.601
H -0.968 2.921 -0.455
C 0.056 0.558 -2.335
O -0.693 0.936 -3.105
C 1.175 -5.227 -0.765
H 0.314 -5.730 -1.227
H 2.029 -5.188 -1.456
H 1.473 -5.846 0.094
C 3.790 3.777 1.155
H 4.279 3.794 2.140
H 4.570 3.589 0.406
H 3.340 4.770 1.013
C 1.727 5.044 -1.052
H 1.191 5.777 -1.665
H 1.748 5.458 -0.038
H 2.744 4.993 -1.445
C -0.956 -4.301 -3.042
H -1.281 -5.005 -2.274
H -1.715 -4.353 -3.826
H -0.030 -4.655 -3.490
H -0.721 -2.199 -3.390
H 0.829 3.451 -2.178
H 1.714 -3.486 0.372
H 3.249 1.716 1.466
H 2.869 -0.598 -0.903
H 2.622 -0.761 0.151
C -3.593 2.620 4.213
C -3.635 1.829 2.940
N -2.347 1.098 2.696
C -2.351 0.175 1.691
S -1.612 0.455 0.144
N -3.062 -0.909 1.885
C -3.646 -1.364 3.177
C -5.076 -1.782 2.915
H -3.341 2.004 5.100
H -4.592 3.028 4.389
H -2.881 3.449 4.130
H -4.429 1.083 2.950
H -3.831 2.494 2.102
H -1.590 1.820 2.532
H -2.972 -1.661 1.157
H -3.026 -2.167 3.544
H -3.595 -0.515 3.858
H -5.088 -2.701 2.290
H -5.629 -1.966 3.846
H -5.628 -1.022 2.361
```

The charge is +1. As for the HOMO-LUMO gap: 7.10 eV. The calculation puts the HOMO energy at -9.737 eV. For the electronic energy, the calculation gives -2356.09509 Eh. For the energy relative to the best compared isomer or geometry (same formula, charge and spin), the calculation gives 65.6 kJ/mol. Its LUMO energy is -0.0970 Ha. The spin multiplicity is 1.

No. 3
The following is a DFT calculation (the ωB97M-V functional and the def2-TZVPD basis) of a 5-piece molecular cluster, C3H16O5 overall.

```
24
Properties=species:S:1:pos:R:3
C 0.877 -0.012 0.103
O 1.660 -1.046 -0.607
C 0.052 0.725 -0.904
C 0.916 1.880 -1.507
H 0.454 -0.696 0.838
H 1.550 0.587 0.719
H 2.574 -0.785 -0.763
H -0.456 0.082 -1.603
H -0.748 1.321 -0.513
H 1.221 1.840 -2.536
H 0.332 2.804 -1.395
H 1.710 2.186 -0.819
H 1.201 -0.970 -2.486
H 0.646 -0.788 -3.859
O 1.365 -0.463 -3.304
H 0.919 -1.632 3.568
H 0.068 -2.616 2.757
O 0.880 -2.098 2.728
H -2.862 -0.833 0.386
H -3.011 0.574 0.429
O -3.246 -0.146 -0.179
H -1.289 0.124 3.239
H -2.673 -0.420 2.847
O -2.139 0.381 2.861
```

The charge is 0. As for the HOMO-LUMO gap: 10.19 eV. Its SMILES is CCCO.O.O.O.O. The calculation puts the HOMO energy at -10.275 eV. For the electronic energy, the calculation gives -500.04074 Eh. For the energy relative to the best compared isomer or geometry (same formula, charge and spin), the calculation gives 164.8 kJ/mol. Its LUMO energy is -0.0032 Ha. The spin multiplicity is 1.

No. 4
The following is a DFT calculation (the ωB97M-V functional and the def2-TZVPD basis) of C3H10NS2 in the gas phase.

```
16
Properties=species:S:1:pos:R:3
N 0.825 -0.455 0.799
C -0.550 -0.427 0.297
C -1.378 0.243 1.296
C -0.569 0.190 -1.082
S 0.595 -0.658 -2.240
S 2.396 0.134 -1.563
H 0.942 -1.108 1.572
H 1.160 0.473 1.039
H 1.655 -0.866 0.100
H -0.926 -1.475 0.249
H -1.194 -0.158 2.329
H -2.523 0.318 1.074
H -1.198 1.285 1.398
H -0.231 1.251 -1.021
H -1.567 0.171 -1.691
H 2.564 1.083 -2.556
```

The charge is 0. As for the HOMO-LUMO gap (spin up / spin down): 4.05 / 9.18 eV. The calculation puts the HOMO energy (spin up / spin down) at -3.521 / -8.659 eV. For the electronic energy, the calculation gives -971.28054 Eh. For the energy relative to the best compared isomer or geometry (same formula, charge and spin), the calculation gives 182.1 kJ/mol. Its LUMO energy (spin up / spin down) is 0.0195 / 0.0193 Ha. The spin multiplicity is 2.

No. 5
The following is a DFT calculation (the ωB97M-V functional and the def2-TZVPD basis) of C4H6P2 as an isolated structure.

```
12
Properties=species:S:1:pos:R:3
C -1.187 0.064 0.140
C -0.659 -1.397 0.240
C 0.341 0.434 0.321
C 0.595 -0.917 0.359
P 2.399 -0.974 0.317
P 1.837 1.075 -0.214
H -1.680 0.245 -0.749
H -1.773 0.473 1.037
H -0.850 -2.383 0.110
H -1.022 2.183 2.246
H 2.758 -0.983 1.630
H -0.772 2.810 2.493
```

The charge is 0. As for the HOMO-LUMO gap (spin up / spin down): 7.39 / 6.62 eV. The calculation puts the HOMO energy (spin up / spin down) at -6.567 / -8.744 eV. For the electronic energy, the calculation gives -838.44437 Eh. For the energy relative to the best compared isomer or geometry (same formula, charge and spin), the calculation gives 384.1 kJ/mol. Its LUMO energy (spin up / spin down) is 0.0303 / -0.0782 Ha. The spin multiplicity is 3.

No. 6
The following is a DFT calculation (the ωB97M-V functional and the def2-TZVPD basis) of a 6-piece molecular cluster, C30H59N2O21 overall.

```
112
Properties=species:S:1:pos:R:3
C 1.323 9.426 2.675
N 2.243 10.047 3.631
C 2.148 9.508 5.002
C 3.590 10.171 3.190
O 4.262 11.052 3.646
C 4.201 9.210 2.161
N 4.794 7.991 2.695
C 3.882 6.903 2.810
O 3.475 6.485 1.495
C 2.470 5.554 1.537
O 1.215 6.169 1.818
C 0.318 5.324 2.519
C 0.654 5.241 3.995
O -0.537 4.795 4.662
C 5.578 8.154 3.928
C 6.681 7.068 4.044
O 6.271 5.897 4.241
O 7.859 7.481 3.945
H 0.359 9.290 3.163
H 1.149 10.121 1.854
H 1.634 8.456 2.295
H 2.982 8.850 5.242
H 2.175 10.330 5.717
H 1.208 8.979 5.116
H 4.971 9.784 1.648
H 3.467 8.941 1.407
H 4.398 6.074 3.295
H 2.981 7.140 3.404
H 2.699 4.785 2.287
H 2.402 5.063 0.564
H -0.689 5.726 2.433
H 0.361 4.334 2.055
H 0.938 6.226 4.371
H 1.457 4.532 4.197
H -0.309 4.608 5.576
H 6.054 9.125 3.956
H 4.928 8.013 4.805
C 0.654 -1.133 -1.535
C 0.091 -0.558 -0.256
O 0.390 0.840 -0.125
C -0.358 1.655 -0.863
O -1.262 1.331 -1.592
O 0.050 2.902 -0.640
C -0.635 3.902 -1.398
H 1.726 -0.940 -1.604
H 0.484 -2.209 -1.570
H 0.177 -0.685 -2.406
H 0.553 -1.034 0.607
H -0.986 -0.713 -0.188
H -1.711 3.824 -1.266
H -0.382 3.820 -2.454
H -0.294 4.860 -1.017
C 0.972 -2.765 6.474
C 0.065 -2.936 5.275
O 0.804 -2.949 4.043
C 1.428 -4.088 3.759
O 1.398 -5.101 4.409
O 2.084 -3.920 2.611
C 2.862 -5.047 2.201
H 1.589 -1.873 6.359
H 0.378 -2.666 7.382
H 1.636 -3.621 6.588
H -0.611 -2.088 5.186
H -0.537 -3.841 5.351
H 2.256 -5.950 2.176
H 3.708 -5.185 2.873
H 3.224 -4.819 1.203
C -1.883 -6.383 -3.995
C -2.525 -5.758 -2.777
O -2.211 -4.360 -2.674
C -2.915 -3.550 -3.460
O -3.806 -3.879 -4.203
O -2.466 -2.313 -3.284
C -3.088 -1.314 -4.099
H -0.808 -6.199 -3.990
H -2.051 -7.460 -4.002
H -2.290 -5.966 -4.915
H -2.123 -6.203 -1.869
H -3.606 -5.897 -2.768
H -4.170 -1.346 -3.993
H -2.809 -1.454 -5.142
H -2.712 -0.361 -3.741
C -7.073 -4.038 -5.917
C -7.097 -4.088 -4.406
O -8.057 -3.165 -3.856
C -9.326 -3.551 -3.916
O -9.738 -4.598 -4.346
O -10.080 -2.582 -3.390
C -11.483 -2.841 -3.428
H -6.899 -3.017 -6.259
H -6.275 -4.675 -6.296
H -8.019 -4.377 -6.337
H -6.136 -3.775 -4.009
H -7.302 -5.093 -4.039
H -11.715 -3.803 -2.976
H -11.844 -2.820 -4.456
H -11.954 -2.045 -2.860
C 4.085 -10.137 -3.555
C 3.364 -9.504 -2.385
O 3.643 -8.099 -2.281
C 2.984 -7.321 -3.137
O 2.174 -7.686 -3.949
O 3.369 -6.063 -2.931
C 2.775 -5.105 -3.812
H 5.155 -9.938 -3.495
H 3.928 -11.216 -3.553
H 3.721 -9.739 -4.501
H 3.716 -9.928 -1.447
H 2.288 -9.661 -2.443
H 1.690 -5.182 -3.797
H 3.144 -5.247 -4.827
H 3.078 -4.129 -3.446
```

The charge is -1. As for the HOMO-LUMO gap: 5.61 eV. The calculation puts the HOMO energy at -4.210 eV. For the electronic energy, the calculation gives -2868.12462 Eh. Its LUMO energy is 0.0513 Ha. The spin multiplicity is 1.

No. 7
The following is a DFT calculation (the ωB97M-V functional and the def2-TZVPD basis) of C4H17O7V as an isolated structure.

```
29
Properties=species:S:1:pos:R:3
O 0.948 -2.502 0.498
V -0.226 -1.437 0.380
O -1.589 -2.220 0.641
O -0.117 -0.365 1.913
H 0.784 -0.612 2.249
C 0.757 2.812 -0.454
O 0.944 1.638 -1.270
H 0.145 2.503 0.405
H 1.681 3.223 -0.052
H 0.236 3.513 -1.130
H 1.355 1.958 -2.093
C 4.301 -1.619 -0.066
O 4.908 -2.102 1.077
H 4.968 -0.973 -0.578
H 4.136 -2.388 -0.869
H 3.393 -1.088 0.231
H 4.282 -2.673 1.589
C -4.004 0.056 1.368
O -3.159 1.154 1.065
H -4.956 0.342 1.757
H -4.062 -0.376 0.342
H -3.469 -0.640 1.950
H -3.439 2.023 1.346
C -1.720 -0.046 -1.816
O -0.346 -0.712 -1.650
H -2.575 -0.612 -1.525
H -1.507 0.848 -1.173
H -1.899 0.299 -2.833
H 0.228 -0.002 -1.301
```

The charge is 0. As for the HOMO-LUMO gap: 10.01 eV. The calculation puts the HOMO energy at -9.963 eV. For the electronic energy, the calculation gives -1633.21545 Eh. Its LUMO energy is 0.0018 Ha. The spin multiplicity is 1.

No. 8
The following is a DFT calculation (the ωB97M-V functional and the def2-TZVPD basis) of C34H32CsF5IP3Se as an isolated structure.

```
77
Properties=species:S:1:pos:R:3
Cs 0.924 0.403 2.502
I -1.820 2.726 1.249
C -3.717 2.087 1.905
C -4.343 2.942 2.772
C -5.705 2.792 3.097
C -6.436 1.835 2.468
C -5.824 0.934 1.562
C -6.634 0.009 0.860
C -6.089 -0.863 -0.032
C -4.689 -0.919 -0.158
C -3.853 -0.077 0.531
P -2.078 -0.570 0.609
C -1.653 -0.847 -1.150
C -1.802 -2.067 -1.808
C -1.435 -2.197 -3.141
C -0.920 -1.107 -3.830
C -0.766 0.110 -3.182
C -1.122 0.238 -1.848
C -2.178 -2.277 1.276
C -3.265 -2.812 1.961
C -3.177 -4.063 2.563
C -2.004 -4.797 2.491
C -0.907 -4.269 1.820
C -0.993 -3.020 1.231
C -4.416 0.973 1.334
H -3.794 3.783 3.175
H -6.167 3.478 3.795
H -7.503 1.749 2.637
H -7.703 0.029 1.036
H -6.711 -1.544 -0.597
H -4.256 -1.694 -0.780
H -2.193 -2.928 -1.278
H -1.552 -3.150 -3.640
H -0.628 -1.210 -4.868
H -0.343 0.958 -3.705
H -0.952 1.180 -1.339
H -4.192 -2.257 2.031
H -4.034 -4.462 3.090
H -1.940 -5.772 2.957
H 0.018 -4.830 1.763
H -0.125 -2.612 0.720
C 6.039 -0.082 2.677
P 4.554 0.658 1.878
C 5.163 2.359 1.580
C 4.743 -0.029 0.177
C 4.419 -1.521 0.060
P 2.619 -1.896 0.183
C 2.056 -1.314 -1.460
C 2.670 -3.707 -0.131
H 6.937 0.065 2.072
H 5.892 -1.150 2.838
H 6.196 0.378 3.654
H 6.112 2.357 1.038
H 5.299 2.870 2.534
H 4.413 2.901 1.003
H 5.769 0.154 -0.156
H 4.083 0.557 -0.468
H 4.933 -2.097 0.836
H 4.773 -1.903 -0.903
H 2.702 -1.695 -2.256
H 2.047 -0.223 -1.482
H 1.036 -1.659 -1.638
H 3.251 -3.939 -1.026
H 1.653 -4.080 -0.273
H 3.106 -4.231 0.721
F 2.810 5.806 -4.865
C 2.518 5.068 -3.790
C 1.631 5.537 -2.838
F 1.059 6.734 -3.002
C 1.342 4.768 -1.725
F 0.479 5.281 -0.840
C 1.911 3.517 -1.508
Se 1.515 2.488 0.029
C 2.793 3.080 -2.490
F 3.395 1.883 -2.378
C 3.101 3.828 -3.611
F 3.962 3.360 -4.522
```

The charge is 0. As for the HOMO-LUMO gap: 6.68 eV. The calculation puts the HOMO energy at -6.880 eV. For the electronic energy, the calculation gives -5557.47588 Eh. For the energy relative to the best compared isomer or geometry (same formula, charge and spin), the calculation gives 3.3 kJ/mol. Its LUMO energy is -0.0075 Ha. The spin multiplicity is 1.